No. 1
Density functional theory data (ωB97M-V/def2-TZVPD) for a 2-piece molecular cluster, C3H8O2 overall.

Element x y z (Å)
H  -0.028406  2.325776  -0.315185
O  2.063812  -0.237472  -1.113059
C  -0.849120  0.387438  -0.251170
O  -0.233684  0.011515  0.892986
C  -0.684244  1.596984  -0.783044
C  -0.096077  -1.390890  1.069783
H  0.701687  -1.769706  0.421340
H  -1.243051  1.888459  -1.664267
H  -1.508790  -0.362517  -0.694372
H  1.309954  0.195383  -1.536220
H  2.107479  0.212607  -0.259647
H  -1.038593  -1.909276  0.848477
H  0.157174  -1.552431  2.119250

Force components x, y, z for each atom (eV/Å):
-0.0865 -0.0997 -0.0726
-0.0110 0.1479 0.0527
-0.1122 0.1901 -0.2121
-0.0247 0.1395 0.0047
-0.0585 -0.0906 0.1019
0.0014 -0.2429 0.0770
-0.1368 -0.0192 0.1085
0.0652 -0.0883 0.1238
0.1120 0.1180 0.0499
0.0677 -0.0589 -0.0004
0.0472 -0.0966 -0.0802
0.1397 0.0871 0.0183
-0.0034 0.0134 -0.1715

## Properties
LUMO level, eV: 1.01
Frontier orbital gap, hartree: 0.3771
SMILES: C=COC.O
Net charge: 0
Relative energy (zero: lowest compared OMol25 entry of this formula, charge and spin), kJ/mol: 149.5



No. 2
Density functional theory data (ωB97M-V/def2-TZVPD) for C30H54BN11PdSb as an isolated structure.

Element x y z (Å)
N  -3.896578  0.707127  -2.356632
H  -0.562613  -1.295282  -2.891460
N  4.317119  -1.048137  -1.067683
H  -3.043893  3.571725  2.938371
C  6.423503  -0.855312  -1.708220
H  -3.653787  -0.876581  0.301495
H  2.766088  3.102031  -3.521166
N  1.325326  1.182547  -1.314075
H  -1.885305  -3.662464  -0.155761
N  -2.119688  -0.063553  -3.609570
H  -3.211711  1.018234  5.758221
H  -5.383697  1.935444  -1.621586
C  2.034246  -3.039894  -1.171987
Sb  -2.088721  0.416550  1.935662
C  -4.906425  -0.207095  -2.885155
C  1.282274  2.271966  -2.100963
Pd  0.131776  0.446258  0.217558
H  -0.161015  3.368905  -3.218231
H  -5.207525  0.774863  1.529972
H  -3.752673  2.533770  -1.351910
N  2.526666  0.599318  -1.465969
H  -2.562155  -2.674144  1.905918
H  7.465819  -0.590163  -1.755435
H  -0.862762  0.359731  -1.769539
H  4.232041  0.954361  -2.641323
B  2.935778  -0.646153  -0.633754
C  0.800347  -3.654180  -1.151403
C  -3.337486  0.923102  4.677148
H  -2.023797  -1.888944  -0.299319
H  6.038914  -1.816105  -4.692181
H  0.364237  4.163431  -1.744565
C  2.487312  2.357363  -2.795869
H  0.573961  -4.674132  -1.409548
H  -4.321495  2.817934  1.974476
H  -0.020764  0.066440  -3.903311
H  -1.968915  0.761662  -5.519712
H  -0.087663  2.540633  0.826497
C  2.115653  0.493394  2.768666
H  4.701753  -1.079613  1.562753
C  6.197283  -2.415512  -3.794723
H  -1.973894  -2.895815  -1.734865
C  -0.100102  -2.666504  -0.767494
N  -1.781378  0.484803  -1.351575
H  -1.402622  -0.770252  5.752261
H  -0.954072  4.062582  0.733121
C  3.355340  -0.076165  3.032024
H  -3.661379  1.893940  4.300653
H  -0.758431  2.790344  -1.664400
C  -2.007005  0.446930  4.092200
H  -4.240497  -2.956929  1.451057
C  -0.810053  -0.680158  -3.756576
C  -2.739706  0.345182  -4.869777
C  5.698329  -1.701744  -2.584719
C  3.244007  1.285257  -2.364120
C  -3.731045  -0.873430  1.389950
H  5.623065  0.237140  0.044080
H  -3.198434  -0.502761  -5.380462
N  1.829621  0.368893  1.463362
C  -2.570734  0.375302  -2.404227
H  -2.393553  -1.632569  4.587954
H  -4.399239  1.207860  -0.349907
C  -3.571723  -2.273021  1.977551
N  2.898105  -0.253446  0.876980
C  1.252854  1.175198  3.770122
C  -1.579912  -2.784178  -0.721654
H  5.677792  -3.363093  -3.922841
C  -0.921524  3.117987  1.280265
H  -3.489987  1.108379  -4.690597
H  3.864088  -0.114181  3.979260
C  -3.343921  3.297617  1.925673
C  -4.370626  1.636506  -1.356767
H  -3.465775  4.228299  1.365538
H  -5.271237  -0.390070  2.855185
H  -0.829198  -1.329114  -4.630097
H  -0.604949  3.336962  2.301002
C  -1.594017  -0.896796  4.684930
H  -3.868022  -2.282053  3.027971
H  -4.437406  -1.002900  -3.455914
N  4.438345  -1.792385  -2.205602
H  -4.136004  0.200542  4.518763
C  -2.288127  2.444953  1.234766
H  -2.552450  2.258338  0.199027
N  0.561811  -1.521764  -0.547630
H  -0.695512  -1.319512  4.231081
H  -5.610104  0.320099  -3.530430
C  0.112895  3.193993  -2.177464
H  1.879260  1.651793  4.521722
C  -5.085231  -0.276581  1.789651
H  7.263976  -2.614040  -3.709792
H  0.626935  0.451707  4.289082
H  3.008951  -3.397389  -1.452894
H  -5.464830  -0.662778  -2.061873
C  5.510332  -0.451337  -0.777348
H  0.633819  1.948396  3.317796
C  3.797859  -0.554802  1.817886
H  -5.871823  -0.830700  1.271468
H  -1.253128  1.203504  4.302652
N  1.876914  -1.757927  -0.818168

Force components x, y, z for each atom (eV/Å):
0.0442 -0.1095 0.0976
-0.0222 0.0513 -0.0528
-0.0377 0.0178 0.0883
-0.0105 -0.0236 -0.0172
-0.0796 -0.0072 -0.0161
0.0340 -0.0952 0.0180
-0.0042 0.0039 0.0049
0.1328 0.2405 -0.0242
0.0012 0.0032 0.0162
-0.0767 -0.0407 0.0639
0.0169 0.0186 0.0047
-0.0022 0.0006 -0.0066
-0.0308 0.0399 -0.0251
0.4562 -0.1019 -0.0968
-0.0160 -0.0027 -0.0377
-0.0377 -0.0947 -0.0053
-1.1141 -0.1025 0.4544
0.0138 0.0004 0.0022
0.0084 -0.0258 0.0064
-0.0105 -0.0213 -0.0133
-0.0231 -0.1070 -0.0046
0.0182 -0.0028 -0.0256
0.0012 -0.0146 -0.0090
0.1086 0.0151 -0.1578
0.0011 0.0345 -0.0121
0.0382 0.0915 0.0130
0.1141 -0.0277 -0.0579
-0.0580 0.0013 -0.0583
0.0051 -0.0277 0.0303
0.0079 -0.0038 0.0003
-0.0024 -0.0120 0.0110
0.0710 -0.0313 -0.0341
-0.0055 0.0022 0.0090
0.0067 0.0019 -0.0065
0.0038 -0.0079 0.0086
-0.0118 0.0031 -0.0030
-0.1958 0.1386 0.0200
-0.0592 0.1317 0.1459
-0.0021 -0.0096 0.0185
0.0350 -0.0445 -0.0229
0.0004 -0.0149 0.0079
-0.0939 0.0201 -0.0037
0.7990 0.1501 -0.1626
0.0052 -0.0037 0.0058
-0.0190 0.0089 0.0286
0.0209 -0.0580 -0.1026
0.0165 -0.0740 -0.0008
0.0110 -0.0149 0.0262
-0.0024 0.0399 0.1766
-0.0015 -0.0038 0.0041
0.0206 -0.0338 0.0574
0.0422 0.0231 0.0298
0.0354 0.0760 0.0801
-0.0321 -0.0408 -0.0270
-0.2229 0.1428 -0.0667
-0.0005 -0.0215 0.0012
0.0012 0.0089 -0.0045
0.1547 -0.0511 -0.2461
-0.3045 -0.0743 0.0388
0.0410 0.0325 -0.0026
0.0000 0.0113 -0.0434
0.0182 -0.0003 0.0487
-0.1683 -0.1365 0.0544
-0.0102 -0.0292 -0.0711
-0.0691 0.0674 0.0336
-0.0198 0.0157 -0.0184
0.2501 0.0166 0.0264
-0.0090 -0.0042 -0.0154
-0.0093 -0.0055 0.0035
-0.0136 -0.0057 0.0261
-0.0197 0.0429 -0.0294
0.0107 0.0057 0.0050
0.0054 0.0348 0.0113
0.0060 0.0095 -0.0104
-0.0452 0.0349 0.0029
0.0302 -0.0680 -0.0598
0.0337 0.0070 -0.0480
-0.0043 0.0061 0.0162
-0.0073 -0.0895 -0.0340
-0.0030 -0.0124 -0.0060
-0.0107 0.0207 -0.0030
0.0252 0.0440 0.0224
0.1949 -0.1105 -0.0379
0.0000 0.0261 0.0036
0.0008 -0.0044 0.0105
-0.0417 0.0315 -0.0014
0.0181 0.0225 -0.0107
0.0131 0.0309 -0.0053
0.0002 0.0002 -0.0092
0.0271 0.0201 -0.0039
-0.0212 -0.0396 0.0096
-0.0044 0.0124 -0.0082
0.0179 0.0805 -0.0191
-0.0101 -0.0589 -0.0248
0.0163 0.0787 0.0486
0.0145 -0.0158 -0.0124
-0.0254 -0.0219 -0.0287
0.0205 -0.0109 0.0119

## Properties
LUMO level (spin up / spin down), eV: -8.31 / -7.39
Frontier orbital gap (spin up / spin down), hartree: 0.1895 / 0.2230
2S+1: 2
Net charge: +2
<S²>: 0.99
Relative energy (zero: lowest compared OMol25 entry of this formula, charge and spin), kJ/mol: 0.0